1.
ORCA calculation (ωB97M-V with the def2-TZVPD basis set) on C2H4OS2 as an isolated structure at a distorted geometry.

Summary:
* HOMO level: -0.3152 Ha
* energy above the lowest of the compared OMol25 structures with the same formula, charge and spin: 64.75 kcal per mole
* DFT total energy: -25853.688 eV
* net charge: 0

CARTESIAN COORDINATES (ANGSTROEM)
C: -0.4942 -0.8341 -0.1364
C: 0.5810 0.0956 -0.0007
H: -1.7777 1.0732 1.1960
H: -0.2377 -1.4951 0.7960
H: -0.3219 -1.3380 -1.0266
H: -0.8480 1.0537 -0.5992
O: 0.2061 1.3749 -0.1131
S: -2.0984 -0.1411 0.0247
S: 2.1619 -0.2253 0.0604

Here are the Löwdin charges for atoms 1 to 8, given in e:
1 C -0.641
2 C -1.088
3 H 0.138
4 H 0.131
5 H 0.074
6 H 0.074
7 O -0.163
8 S 0.762

=====

2.
ORCA calculation (ωB97M-V with the def2-TZVPD basis set) on C21H40N10O5PTc as an isolated structure at a distorted geometry.

Summary:
* HOMO level (alpha / beta): -0.5941 / -0.5941 Ha
* energy above the lowest of the compared OMol25 structures with the same formula, charge and spin: 9.81 kcal per mole
* DFT total energy: -59028.876 eV
* 2S+1: 4
* <S²>: 3.77
* net charge: +3

CARTESIAN COORDINATES (ANGSTROEM)
Tc: 0.8246 1.1266 0.4302
N: 1.4107 0.2881 2.3347
C: 1.2019 1.2419 3.4385
C: 1.4282 2.6475 2.8974
N: 0.6181 2.8864 1.6791
C: -0.8022 3.2252 1.9262
C: -1.6719 1.9679 2.0496
N: -1.2851 0.9871 1.0067
H: 0.9765 -0.6074 2.5573
H: 2.4133 0.1130 2.2535
H: 1.8838 1.0586 4.2737
H: 0.1879 1.1277 3.8188
H: 2.4770 2.7511 2.6073
H: 1.2127 3.3915 3.6681
H: 1.0372 3.7122 1.2532
H: -1.1514 3.8145 1.0753
H: -0.9065 3.8420 2.8247
H: -2.7219 2.2553 1.9492
H: -1.5583 1.5217 3.0367
H: -1.9008 1.1202 0.2068
H: -1.4600 0.0243 1.3303
O: 4.1710 -3.4649 -2.8126
C: 3.5653 -2.3048 -2.7939
O: 3.7387 -1.4331 -3.5945
C: 2.5015 -2.0350 -1.7479
C: 1.2652 -2.6392 -1.5602
N: 0.5151 -1.8190 -0.7979
N: 1.1993 -0.7234 -0.4709
C: 2.4092 -0.8325 -1.0279
C: 3.3762 0.2902 -0.7235
O: 4.5242 0.2676 -1.0648
O: 2.7780 1.2223 -0.0478
H: 3.9976 -4.0794 -2.0871
H: 0.8836 -3.5625 -1.9511
H: -0.3634 -2.0044 -0.2989
C: 1.5556 2.9523 -4.5724
N: 0.6738 1.8085 -4.4277
C: -0.7058 2.1707 -4.6924
N: -1.1043 3.1995 -3.7486
C: -0.2406 4.3579 -3.8934
N: 1.1300 3.9636 -3.6220
C: 1.3956 3.6501 -2.2626
P: 0.4241 2.1160 -1.7001
C: 0.8728 1.0738 -3.2333
C: -1.2289 2.7392 -2.4046
H: 1.4792 3.3493 -5.5871
H: 2.5896 2.6573 -4.3820
H: -1.3545 1.2984 -4.5920
H: -0.7978 2.5576 -5.7099
H: -0.5545 5.1480 -3.2087
H: -0.3157 4.7305 -4.9179
H: 1.1023 4.4960 -1.6314
H: 2.4619 3.4509 -2.1145
H: 0.2347 0.1831 -3.2312
H: 1.9216 0.7623 -3.1559
H: -1.5849 3.5627 -1.7758
H: -1.9592 1.9256 -2.3686
C: 0.6062 -3.5996 2.6626
N: -0.8300 -3.7245 2.6649
C: -1.3771 -4.8200 3.4435
C: -2.6863 -5.2872 2.8309
C: -3.6080 -4.0852 2.7116
N: -2.9426 -3.0045 2.0118
C: -3.8084 -2.0812 1.3224
C: -1.6025 -2.8266 2.0103
O: -1.0880 -1.8531 1.4031
H: 1.0551 -4.5587 2.4030
H: 0.9715 -3.3208 3.6544
H: 0.9061 -2.8554 1.9273
H: -1.5327 -4.4912 4.4780
H: -0.6454 -5.6288 3.4657
H: -3.1454 -6.0473 3.4599
H: -2.5046 -5.7202 1.8454
H: -3.9125 -3.7363 3.7064
H: -4.5161 -4.3413 2.1607
H: -4.4792 -2.6346 0.6632
H: -3.2110 -1.3903 0.7311
H: -4.4191 -1.5237 2.0373

Here are the Löwdin charges for atoms 1 to 8, given in e:
1 Tc 1.308
2 N -0.039
3 C -0.178
4 C -0.156
5 N -0.185
6 C -0.158
7 C -0.176
8 N -0.061

=====

3.
ORCA calculation (ωB97M-V with the def2-TZVPD basis set) on one molecule with the formula C10H10S at a distorted geometry.

Summary:
* HOMO level: -0.2893 Ha
* energy above the lowest of the compared OMol25 structures with the same formula, charge and spin: 43.22 kcal per mole
* DFT total energy: -21363.846 eV
* net charge: 0

CARTESIAN COORDINATES (ANGSTROEM)
C: -1.4638 -2.3235 0.6876
C: -0.4909 -1.4497 0.0029
C: -0.2177 -1.7481 -1.2952
S: 0.5590 -0.6324 -2.3949
C: 1.0731 0.6301 -1.2909
C: 0.7580 1.9528 -1.2233
C: 0.6546 2.6047 -0.0026
C: 0.0406 2.0441 1.1461
C: -0.4669 0.7128 1.2889
C: 0.1453 -0.3299 0.6280
C: 1.4738 -0.0469 -0.0141
H: -2.3698 -1.8455 0.5345
H: -1.3993 -2.4107 1.7084
H: -1.3713 -3.4573 0.3607
H: -0.6104 -2.4755 -1.9951
H: 0.4752 2.3825 -2.2059
H: 0.6655 3.5916 0.0168
H: -0.1605 2.8713 1.8331
H: -1.3886 0.4091 1.7830
H: 2.1647 0.4180 0.7632
H: 1.9293 -0.8974 -0.3312

Here are the Löwdin charges for atoms 1 to 8, given in e:
1 C -0.053
2 C -0.323
3 C -0.360
4 S 0.977
5 C -0.486
6 C -0.117
7 C -0.084
8 C -0.054

=====

4.
ORCA calculation (ωB97M-V with the def2-TZVPD basis set) on an isolated ion of composition C5H8N and charge +1 at a distorted geometry.

Summary:
* HOMO level: -0.5293 Ha
* energy above the lowest of the compared OMol25 structures with the same formula, charge and spin: 74.04 kcal per mole
* DFT total energy: -6794.878 eV
* net charge: +1

CARTESIAN COORDINATES (ANGSTROEM)
C: 1.0005 2.2638 -0.9715
C: -0.1899 2.1110 -0.1562
C: -0.5333 0.8417 0.1900
N: -0.8673 -0.3182 0.5309
C: -1.1523 -1.4821 0.8018
C: -0.3243 -2.6216 0.5716
H: 2.0560 2.0522 -0.5697
H: 0.8397 3.2872 -1.3402
H: 0.9054 1.6500 -1.8606
H: -0.8116 2.9662 0.2025
H: -2.0750 -1.6106 1.3030
H: 0.5995 -2.5021 0.1630
H: -0.3335 -3.1276 1.4759
H: -0.9769 -3.1690 -0.2182

Here are the Löwdin charges for atoms 1 to 8, given in e:
1 C -0.086
2 C -0.058
3 C 0.103
4 N 0.173
5 C -0.098
6 C 0.011
7 H 0.138
8 H 0.097

=====

5.
ORCA calculation (ωB97M-V with the def2-TZVPD basis set) on a 5-piece molecular cluster, C21H56N5O4 overall at a distorted geometry.

Summary:
* HOMO level: -0.4287 Ha
* DFT total energy: -38319.124 eV
* net charge: +1

CARTESIAN COORDINATES (ANGSTROEM)
N: -0.2570 -0.5424 0.6859
H: -1.1921 -0.6992 1.1430
H: 0.4697 -0.4234 1.4193
H: -0.3152 0.3744 0.2245
H: 0.0189 -1.2834 0.0013
C: 1.1478 2.5609 -3.1745
C: 1.4907 1.8240 -1.8760
C: 2.8162 2.3072 -1.2995
C: 2.7381 3.7634 -0.8557
C: 1.6653 3.8689 0.2241
C: 0.2899 3.2866 -0.1231
N: 0.4753 1.9882 -0.8218
O: -0.7762 1.4827 -1.2735
C: -0.4444 2.9691 1.1728
C: -0.4809 4.3486 -0.9438
C: 1.6215 0.3418 -2.1963
H: 2.0222 2.5918 -3.8277
H: 0.8543 3.6052 -3.0516
H: 0.3146 2.1055 -3.7141
H: 3.1000 1.7016 -0.4337
H: 3.5794 2.1688 -2.0699
H: 2.5369 4.4300 -1.6964
H: 3.6783 4.0886 -0.4090
H: 1.4990 4.9318 0.4566
H: 2.0316 3.5128 1.1928
H: 0.2206 2.5251 1.9167
H: -0.8790 3.8650 1.6218
H: -1.2850 2.2876 1.0103
H: -1.1589 3.9595 -1.7102
H: -1.0697 4.9774 -0.2819
H: 0.2248 4.9605 -1.5051
H: 1.7003 -0.2973 -1.3086
H: 2.5560 0.1727 -2.7383
H: 0.7944 -0.0587 -2.7838
H: -1.1591 2.1253 -1.8899
C: -1.6038 -3.5812 -0.5939
C: -0.3466 -3.5914 -1.4441
C: -0.5899 -3.0052 -2.8149
O: -1.5756 -3.7459 -3.4474
C: -1.8687 -3.2853 -4.7564
N: 0.7436 -2.7881 -0.8047
H: -2.4339 -3.9691 -1.1802
H: -1.8643 -2.5532 -0.3179
H: -1.4723 -4.1507 0.3260
H: -0.0151 -4.6256 -1.5990
H: 0.3456 -2.9867 -3.3956
H: -0.8882 -1.9464 -2.6749
H: -2.5861 -2.4543 -4.7160
H: -2.3612 -4.1004 -5.2792
H: -0.9673 -2.9439 -5.2672
H: 1.0659 -3.3238 0.0022
H: 1.5374 -2.8581 -1.4426
C: -4.2970 -0.2032 0.5696
C: -4.0738 -0.8019 1.9470
C: -4.3975 -2.2690 2.0215
O: -5.7798 -2.4081 1.9485
C: -6.2111 -3.7107 2.2274
N: -2.6275 -0.5904 2.3158
H: -4.2811 0.8899 0.6453
H: -5.2887 -0.4392 0.1848
H: -3.5224 -0.5204 -0.1276
H: -4.6782 -0.2608 2.6791
H: -4.0343 -2.6734 2.9850
H: -3.8901 -2.8135 1.2082
H: -5.7283 -4.4470 1.5729
H: -7.2855 -3.7578 2.0709
H: -6.0186 -3.9843 3.2743
H: -2.3918 -1.1538 3.1303
H: -2.5745 0.3728 2.6402
C: 3.8401 -0.9504 1.0074
C: 3.2337 -0.3550 2.2760
C: 3.0771 1.1500 2.2064
O: 4.2069 1.8079 1.7237
C: 5.3256 1.8608 2.6054
N: 1.9419 -0.9620 2.5934
H: 4.9255 -0.9942 1.1139
H: 3.6117 -0.3684 0.1151
H: 3.5230 -1.9849 0.8619
H: 3.9428 -0.5441 3.0923
H: 2.7771 1.5443 3.1955
H: 2.2462 1.4201 1.5398
H: 5.4435 0.9444 3.1793
H: 5.2457 2.7335 3.2557
H: 6.2010 1.9818 1.9689
H: 2.0262 -1.9321 2.8750
H: 1.5645 -0.4922 3.4183

Here are the Löwdin charges for atoms 1 to 8, given in e:
1 N 0.244
2 H 0.068
3 H 0.074
4 H 0.061
5 H 0.060
6 C -0.014
7 C -0.514
8 C -0.130

=====

6.
ORCA calculation (ωB97M-V with the def2-TZVPD basis set) on C11H22O5Pd as an isolated structure.

Summary:
* HOMO level (alpha / beta): -0.1608 / -0.2736 Ha
* energy above the lowest of the compared OMol25 structures with the same formula, charge and spin: 0.00 kcal per mole
* DFT total energy: -25475.433 eV
* 2S+1: 3
* <S²>: 2.01
* net charge: 0

CARTESIAN COORDINATES (ANGSTROEM)
Pd: -0.4150 1.2515 0.0579
C: -0.0015 -0.9332 -2.6294
C: -1.5029 -0.7246 -2.5257
O: -1.9619 -0.4601 -1.2207
C: -2.2478 -1.5576 -0.3703
C: -1.0506 -2.3400 0.1189
O: -0.1891 -1.4676 0.8084
C: 1.1289 -1.9265 0.9696
C: 2.0098 -0.7785 1.4229
O: 1.9562 0.3994 0.6380
C: 2.6880 0.4518 -0.5676
C: 2.0639 -0.3207 -1.7077
O: 0.6938 0.0243 -1.8472
H: 0.2899 -0.8450 -3.6836
H: 0.2837 -1.9361 -2.3001
H: -2.0020 -1.6049 -2.9506
H: -1.7904 0.1433 -3.1185
H: -2.9379 -2.2511 -0.8679
H: -2.7556 -1.1167 0.4862
H: -0.5194 -2.8239 -0.7082
H: -1.4176 -3.1415 0.7755
H: 1.4882 -2.3798 0.0393
H: 1.1860 -2.7036 1.7452
H: 3.0430 -1.1428 1.4901
H: 1.6893 -0.4628 2.4144
H: 3.7158 0.0944 -0.4270
H: 2.7280 1.5101 -0.8263
H: 2.1490 -1.3974 -1.5399
H: 2.6109 -0.0931 -2.6309
C: 0.3354 3.9296 1.5377
O: -0.8634 3.4241 2.0692
C: -1.2104 2.1618 1.6361
C: -2.5209 1.7795 2.2498
H: 1.1949 3.3307 1.8572
H: 0.4447 4.9505 1.9017
H: 0.3072 3.9348 0.4427
H: -2.6735 2.3032 3.1989
H: -2.5615 0.7042 2.4510
H: -3.3853 2.0144 1.6107

Here are the Löwdin charges for atoms 1 to 8, given in e:
1 Pd 0.648
2 C -0.185
3 C -0.174
4 O -0.180
5 C -0.167
6 C -0.194
7 O -0.146
8 C -0.195

=====

- What is the net charge in the sixth record?
  0